A molecular structure, C3H3FHgO, computed with ωB97M-V/def2-TZVPD.

```
9
Properties=species:S:1:pos:R:3:forces:R:3
Hg -1.04397 -1.61686 -2.09049 -1.6 -1.4 -3.0
F -0.94372 0.18385 2.24339 0.8 1.8 -2.0
O 0.30413 -0.85883 -0.49993 0.9 1.5 0.4
C -0.52102 0.41530 0.79531 -0.5 -0.3 3.5
C 0.87658 0.16666 0.33295 0.7 -0.4 1.0
C -1.08249 -0.49978 -0.01607 0.3 -1.1 0.0
H 1.36417 0.94003 -0.28063 -0.3 -0.1 0.1
H -0.57028 1.51995 -1.51874 -0.1 0.0 0.0
H 1.61659 -0.25031 1.03421 -0.3 0.1 0.0
```
Forces are in eV/Å.

Computed properties:
2S+1: 2
Charge: -1
Energy above the lowest of the compared OMol25 structures with the same formula, charge and spin, kJ/mol: 0.0
LUMO energy (alpha / beta), eV: 4.04 / 2.97
Orbital gap (alpha / beta), eV: 6.969 / 5.928

A molecular structure, C64H54BN6O2S2Ti, computed with ωB97M-V/def2-TZVPD.

```
130
Properties=species:S:1:pos:R:3:forces:R:3
Ti -2.06249 0.21634 0.39110 1.1 -1.4 1.3
S 0.32501 -0.97936 0.06350 0.4 -1.5 0.5
S 2.54471 0.88494 -0.42360 0.8 -0.1 -1.3
O 2.65101 -0.12726 0.65050 0.6 -0.2 1.0
O -0.98129 -1.21966 -0.65470 0.0 -0.5 -0.7
N -3.49049 -0.58906 -0.79390 -1.0 -1.2 -0.5
N -1.97639 2.04554 -1.64880 0.4 0.9 -1.0
N -3.62989 0.17744 -1.88100 -0.7 -0.1 -0.8
N -3.42829 1.52414 0.83250 -2.0 1.9 1.7
N -1.25839 1.82424 -0.52020 1.4 1.7 -0.8
N -4.04419 2.00374 -0.27310 -0.9 0.8 0.1
C -2.05039 1.68374 3.34030 -0.2 0.3 -0.2
C -3.40089 -4.16356 -0.31880 -0.1 0.2 0.0
C -4.12219 2.27774 4.40300 0.0 -0.1 -0.4
C 4.71271 -2.93766 -1.67330 0.2 -0.1 -0.1
C -5.89739 3.59394 -0.85260 0.1 0.0 -0.1
C -3.83829 -1.83806 -1.12130 -0.3 0.5 -0.5
C -1.10879 -1.41566 4.41010 0.1 -0.1 -0.1
C 4.22901 1.50344 -0.63700 -0.3 0.1 0.0
C -4.50269 -2.57326 1.11740 -0.1 0.0 -0.1
C 0.25871 -1.28776 4.13390 -0.3 0.0 -0.3
C 5.80601 -4.78206 -0.58440 -0.1 -0.2 0.2
C 1.33671 4.17984 0.67040 -0.3 -0.2 -0.1
C 2.43351 -2.29826 -0.97420 -0.2 -0.2 0.3
C -3.49879 -5.11646 0.67870 0.0 -0.1 0.0
C 2.40211 3.49784 2.71380 0.0 0.1 0.0
C -0.22219 2.68854 -0.52640 -0.7 0.2 -0.9
C 2.04451 -1.95056 -3.39960 0.0 0.2 -0.2
C 0.86901 2.02504 1.60900 -0.2 0.3 -0.2
C 4.71281 -4.99496 0.20970 0.3 -0.1 0.0
C -0.24499 3.40744 -1.73570 0.0 -0.3 0.3
C 1.79051 -3.00686 -5.98900 -0.1 0.3 -0.1
C 5.68361 3.22934 -1.42790 0.0 -0.1 0.0
C 2.01691 -3.85216 -4.89430 0.0 0.0 0.2
C -1.57559 -1.27826 2.03120 0.7 -0.8 0.7
C 4.46561 2.57544 -1.47990 0.0 0.0 -0.1
C 2.18891 4.44574 1.72490 0.1 0.1 0.1
C -5.02119 2.86494 0.09800 0.2 -0.2 0.0
C -3.90159 -2.88426 -0.10480 0.0 0.0 0.3
C 1.37821 -3.48756 0.85260 0.0 -0.3 0.2
C -1.41379 1.69304 4.56500 0.1 0.1 0.0
C -1.36619 2.98304 -2.41160 0.0 -0.2 0.3
C 1.75291 -1.10376 -4.50150 0.1 -0.2 0.3
C 1.85511 0.81814 -3.04940 0.0 0.1 -0.3
C -1.87939 3.47624 -3.71650 -0.2 0.0 0.1
C 5.80901 -3.73966 -1.52550 -0.1 0.2 -0.2
C 7.95871 3.58224 -0.41370 0.1 0.0 0.0
C 6.40971 1.75514 0.31780 0.0 0.1 -0.2
C -0.19069 -1.20396 1.78380 -0.3 0.2 -0.2
C -4.07279 -0.55916 -2.91620 0.1 -0.2 0.1
C -4.61769 -3.53796 2.09960 0.0 0.0 0.1
C 2.27771 -1.37116 -2.11280 0.1 0.5 0.0
C -3.48129 2.27514 5.62680 0.0 0.0 0.1
C 1.63161 -1.66376 -5.79040 0.0 -0.1 -0.1
C 1.59551 0.28114 -4.27510 0.2 0.2 0.2
C -5.02649 2.94404 1.47660 0.3 -0.4 0.2
C -2.00989 -1.41806 3.35850 0.1 -0.2 -0.5
C 1.39951 -2.43296 -0.06900 0.4 0.4 -0.4
C 2.42801 -4.36286 0.91080 -0.2 0.1 0.0
C 2.25411 -0.00516 -1.98350 0.2 -0.1 0.2
C -1.59609 -1.57706 5.81460 0.0 0.0 0.0
C 5.19871 1.09334 0.25960 -0.1 -0.3 0.1
C -2.12979 1.98124 5.71520 0.0 0.0 -0.1
C -4.11449 -4.81046 1.88080 0.0 0.0 0.1
C -4.22049 -1.86096 -2.46650 0.2 0.1 0.2
C 1.73791 2.28414 2.64830 0.0 0.0 0.1
C 3.56771 -3.13926 -0.87170 -0.1 -0.2 0.3
C 0.71451 -1.17646 2.83080 0.1 0.1 0.2
C 6.66191 2.84144 -0.51690 0.0 0.0 0.1
C 3.56941 -4.17566 0.09940 -0.1 0.2 -0.3
C -3.41239 1.97874 3.23860 0.5 -0.1 0.4
C 2.12481 -3.34206 -3.62960 0.0 -0.2 -0.1
C -3.99199 2.09984 1.91090 -0.5 0.4 -1.1
C -4.31019 -0.01556 -4.27800 0.0 0.1 0.1
C 0.66461 2.95684 0.59290 0.2 0.1 0.8
B -3.48569 1.68754 -1.68240 0.3 -0.5 0.3
H -1.07829 3.95844 -4.27180 0.0 0.0 0.0
H -6.63739 4.15754 -0.29020 0.0 0.0 -0.1
H 0.96801 -1.29306 4.94660 0.1 0.0 0.1
H -1.63339 1.99194 6.67250 0.1 0.0 0.1
H 6.68111 -3.58596 -2.14230 0.1 0.1 0.0
H -4.03409 2.52924 6.51730 -0.1 0.0 0.1
H 2.29851 -4.01186 -2.80170 0.0 0.0 0.0
H 1.17391 4.93264 -0.08590 0.0 0.1 -0.1
H -0.91349 -1.11806 6.52290 0.1 0.1 0.1
H -1.48899 1.51694 2.41990 0.0 0.2 0.4
H 4.98081 0.26754 0.91560 0.0 -0.1 0.2
H 5.86641 4.06774 -2.08740 0.0 0.0 0.0
H -3.09819 -6.10436 0.51180 0.0 -0.1 0.0
H -2.57949 -1.12826 5.92920 -0.1 0.0 0.1
H 1.43511 -1.00356 -6.62150 0.0 0.1 -0.1
H -4.90579 -1.57576 1.26790 0.0 -0.1 0.0
H -2.28579 2.66754 -4.31640 -0.1 0.0 -0.1
H 7.94291 4.48484 -1.02090 0.1 0.0 0.0
H -6.40699 2.90324 -1.52170 -0.1 0.0 -0.1
H -5.31359 4.28734 -1.45690 0.0 0.0 -0.1
H 0.52501 -3.60356 1.50610 0.0 -0.1 0.1
H -2.66919 4.20904 -3.55330 -0.1 0.0 -0.1
H 0.45161 4.14764 -2.07460 0.1 0.1 0.0
H 1.28181 0.91114 -5.09200 0.0 0.1 -0.2
H -5.11109 -3.30636 3.03260 0.0 0.0 0.1
H -4.21319 -5.56426 2.64610 0.0 -0.1 0.1
H -2.25669 -1.55986 1.21180 -0.1 -0.4 0.3
H -1.67559 -2.63306 6.07330 0.0 -0.1 0.0
H -5.17059 2.52444 4.34470 -0.2 0.0 0.0
H 2.11461 -4.91436 -5.06250 0.0 -0.1 0.1
H 4.71621 -5.78596 0.94570 0.0 -0.1 0.1
H 1.90811 1.52684 3.39690 0.0 -0.1 0.1
H -4.04359 2.29194 -2.52330 -0.2 0.2 -0.3
H 7.16031 1.44594 1.03260 0.0 0.0 0.0
H 2.69021 5.40194 1.77820 0.0 0.0 0.0
H -3.39899 0.44514 -4.65700 0.0 0.0 -0.1
H 8.78051 2.95014 -0.75080 0.1 0.0 0.0
H 0.38701 1.06054 1.53620 0.1 0.2 0.2
H -2.93519 -4.40686 -1.26120 0.1 0.0 -0.1
H -5.09949 0.73554 -4.27190 0.0 0.0 -0.1
H 3.71061 2.90384 -2.17540 -0.2 0.1 -0.1
H 2.40971 -5.20166 1.59360 0.0 0.0 0.1
H 1.73101 -3.42926 -6.98020 0.0 0.0 -0.1
H -3.06679 -1.54996 3.54820 0.0 0.1 0.0
H -4.59889 -0.82256 -4.94650 0.0 0.0 0.0
H -4.59189 -2.69116 -3.03160 -0.1 -0.2 -0.1
H -0.35409 1.49934 4.62320 0.1 0.0 0.0
H -5.66649 3.55494 2.08300 -0.1 0.1 0.1
H 6.68171 -5.40736 -0.48920 0.0 -0.1 0.0
H 1.73671 1.87504 -2.86700 0.0 0.2 -0.1
H 3.07831 3.70944 3.52870 0.0 0.0 0.1
H 1.76561 -1.08146 2.60760 0.2 0.0 0.0
H 8.16381 3.85434 0.62170 0.0 0.1 0.0
H 4.70161 -2.13506 -2.39700 0.1 0.0 -0.1
```
Forces are in eV/Å.

Computed properties:
2S+1: 3
Charge: +1
Energy above the lowest of the compared OMol25 structures with the same formula, charge and spin, kJ/mol: 268.5
LUMO energy (alpha / beta), eV: -2.05 / -2.06
Orbital gap (alpha / beta), eV: 6.319 / 8.070

So what do the calculations give for F_max? Going down the list: 3.69 3.22 eV/Å.